1.
This record from the Open Molecules 2025 dataset describes a 2-piece molecular cluster, NO2 overall in a non-equilibrium geometry. The level of theory is wB97M-V/def2-TZVPD.

Last column: Löwdin charge in e.
CARTESIAN COORDINATES (ANGSTROEM)
N: 0.34 0.43 0.00  -0.18
O: 1.22 -0.37 0.00  -0.24
O: -1.63 -0.14 0.00  -0.58

Values from the calculation:
charge	-1
multiplicity	1
energy	-205.07479	a.u.
energy above the lowest of the compared OMol25 structures with the same formula, charge and spin	284.44	kJ/mol
HOMO-LUMO gap (alpha / beta)	0.339 / 0.283	Eh

---

2.
This record from the Open Molecules 2025 dataset describes C25H75HfN6O10 as an isolated structure in a non-equilibrium geometry. The level of theory is wB97M-V/def2-TZVPD.

Last column: Löwdin charge in e.
CARTESIAN COORDINATES (ANGSTROEM)
Hf: 2.67 1.12 2.49  2.26
C: 0.15 -0.58 0.52  -0.12
O: 1.20 0.01 1.27  -0.36
H: 0.41 -1.61 0.28  0.08
H: -0.81 -0.65 1.04  0.06
H: -0.01 0.08 -0.34  0.09
O: 0.63 1.89 3.19  -0.15
H: -0.22 1.76 2.65  0.06
H: 0.34 2.30 4.02  0.13
O: 1.82 -0.50 3.98  -0.14
H: 0.83 -0.55 4.09  0.06
H: 2.17 -0.84 4.82  0.11
O: 3.65 0.84 0.39  -0.15
H: 3.75 1.50 -0.35  0.08
H: 4.03 -0.02 0.02  0.07
C: -1.62 2.93 -0.59  -0.03
C: -1.58 3.21 0.90  -0.40
C: -2.69 4.15 1.37  -0.19
O: -2.62 5.47 0.90  -0.17
C: -1.50 6.22 1.32  -0.09
N: -1.78 1.92 1.65  0.04
H: -0.76 2.31 -0.87  0.06
H: -1.55 3.89 -1.12  0.10
H: -2.54 2.47 -0.94  0.08
H: -0.59 3.49 1.27  0.11
H: -2.71 4.21 2.47  0.13
H: -3.66 3.80 1.01  0.14
H: -1.58 6.39 2.40  0.10
H: -1.46 7.19 0.82  0.10
H: -0.60 5.67 1.04  0.07
H: -2.73 1.58 1.45  0.06
H: -1.29 1.25 1.05  0.02
C: 5.61 4.38 -1.98  -0.05
C: 5.96 2.96 -2.39  -0.45
C: 4.85 2.23 -3.16  -0.16
O: 3.76 2.07 -2.24  -0.25
C: 2.61 1.48 -2.80  -0.10
N: 7.30 2.84 -2.99  0.06
H: 6.33 4.83 -1.29  0.09
H: 4.63 4.46 -1.51  0.07
H: 5.58 5.00 -2.87  0.09
H: 6.00 2.38 -1.45  0.12
H: 5.16 1.25 -3.53  0.13
H: 4.53 2.82 -4.02  0.14
H: 2.69 0.42 -3.07  0.08
H: 2.40 1.98 -3.75  0.11
H: 1.79 1.56 -2.08  0.07
H: 7.30 3.29 -3.90  0.09
H: 7.42 1.85 -3.18  0.07
C: 1.67 -4.12 -1.58  -0.04
C: 2.84 -3.48 -0.84  -0.42
C: 3.08 -2.08 -1.41  -0.17
O: 4.23 -1.43 -0.82  -0.26
C: 5.45 -2.10 -1.16  -0.04
N: 2.66 -3.43 0.62  0.07
H: 1.90 -4.16 -2.64  0.09
H: 0.71 -3.62 -1.42  0.08
H: 1.53 -5.17 -1.31  0.10
H: 3.66 -4.17 -1.03  0.15
H: 2.22 -1.45 -1.18  0.11
H: 3.25 -2.16 -2.48  0.13
H: 6.20 -1.31 -1.28  0.10
H: 5.42 -2.65 -2.09  0.11
H: 5.73 -2.77 -0.35  0.10
H: 1.83 -2.88 0.85  0.04
H: 3.41 -2.85 1.00  0.06
C: -3.76 -0.35 -1.45  -0.07
C: -4.72 -0.43 -0.27  -0.41
C: -4.40 -1.65 0.60  -0.22
O: -5.34 -1.75 1.65  -0.18
C: -5.20 -2.89 2.47  -0.09
N: -4.59 0.81 0.52  0.05
H: -4.00 0.45 -2.15  0.09
H: -3.79 -1.30 -1.99  0.09
H: -2.75 -0.09 -1.13  0.05
H: -5.76 -0.54 -0.60  0.15
H: -3.35 -1.60 0.92  0.11
H: -4.58 -2.52 -0.04  0.13
H: -4.22 -2.94 2.96  0.06
H: -5.41 -3.78 1.87  0.10
H: -5.89 -2.81 3.30  0.10
H: -4.78 1.50 -0.21  0.08
H: -5.34 0.93 1.20  0.09
C: 0.35 -3.20 -6.22  -0.06
C: -0.48 -2.36 -5.24  -0.42
C: -0.33 -0.87 -5.59  -0.18
O: -1.12 0.03 -4.83  -0.16
C: -0.84 -0.01 -3.45  -0.13
N: -1.85 -2.78 -5.53  0.07
H: 1.42 -3.03 -6.16  0.08
H: 0.01 -3.19 -7.25  0.09
H: 0.25 -4.25 -5.92  0.08
H: -0.27 -2.58 -4.20  0.12
H: -0.60 -0.75 -6.64  0.14
H: 0.68 -0.45 -5.51  0.13
H: -1.00 0.97 -2.99  0.08
H: 0.20 -0.26 -3.16  0.07
H: -1.39 -0.86 -3.04  0.07
H: -2.20 -2.40 -6.41  0.10
H: -2.54 -2.38 -4.90  0.08
C: -2.19 -1.10 3.67  -0.07
C: -1.93 -0.66 5.09  -0.41
C: -3.08 -1.17 5.98  -0.19
O: -2.88 -0.55 7.23  -0.19
C: -3.35 -1.27 8.35  -0.08
N: -0.60 -1.15 5.49  0.06
H: -3.15 -0.70 3.33  0.09
H: -2.24 -2.18 3.59  0.09
H: -1.41 -0.78 2.97  0.04
H: -1.93 0.42 5.18  0.14
H: -3.04 -2.26 6.00  0.14
H: -4.05 -0.78 5.64  0.14
H: -3.06 -0.75 9.26  0.09
H: -3.05 -2.32 8.42  0.09
H: -4.45 -1.24 8.35  0.10
H: -0.61 -2.17 5.53  0.11
H: -0.44 -0.88 6.46  0.10

Values from the calculation:
charge	+3
multiplicity	1
energy	-2125.25571	a.u.
energy above the lowest of the compared OMol25 structures with the same formula, charge and spin	0.00	kJ/mol
HOMO-LUMO gap	0.054	Eh

---

3.
This record from the Open Molecules 2025 dataset describes a 14-piece molecular cluster, C44H124N8O20 overall in a non-equilibrium geometry. The level of theory is wB97M-V/def2-TZVPD.

Last column: Löwdin charge in e.
CARTESIAN COORDINATES (ANGSTROEM)
C: 6.28 1.45 1.67  -0.03
C: 4.83 0.96 1.93  -0.43
C: 4.13 1.89 2.93  -0.23
O: 4.93 1.89 4.06  -0.17
C: 4.31 2.47 5.13  -0.14
N: 4.06 0.87 0.72  0.09
H: 6.78 1.55 2.61  0.06
H: 6.19 2.46 1.19  0.08
H: 6.85 0.72 1.06  0.09
H: 4.96 0.02 2.44  0.12
H: 3.03 1.61 3.06  0.11
H: 4.15 2.94 2.51  0.13
H: 4.62 2.07 6.08  0.08
H: 3.24 2.21 5.17  0.09
H: 4.44 3.56 5.19  0.09
H: 3.12 0.53 0.77  0.03
H: 4.53 0.51 -0.10  0.06
C: -3.63 -4.07 5.08  -0.07
C: -3.92 -4.43 3.62  -0.41
C: -4.13 -3.17 2.81  -0.23
O: -4.64 -3.38 1.52  -0.20
C: -5.08 -2.13 0.99  -0.10
N: -2.85 -5.30 3.06  0.06
H: -3.82 -4.95 5.69  0.07
H: -4.37 -3.32 5.34  0.05
H: -2.63 -3.63 5.30  0.09
H: -4.86 -4.96 3.57  0.14
H: -3.19 -2.55 2.75  0.14
H: -4.91 -2.63 3.40  0.13
H: -5.47 -2.27 -0.03  0.09
H: -4.27 -1.45 0.87  0.04
H: -5.87 -1.70 1.67  0.12
H: -3.24 -5.81 2.27  0.06
H: -2.05 -4.74 2.77  0.03
C: 1.15 3.54 1.53  -0.01
C: -0.11 4.45 1.18  -0.41
C: -0.95 3.81 0.15  -0.17
O: -0.09 3.72 -1.06  -0.22
C: -0.68 3.17 -2.18  -0.15
N: -0.98 4.72 2.34  0.04
H: 1.81 4.08 2.08  0.03
H: 1.63 3.30 0.55  0.08
H: 0.85 2.66 2.12  0.07
H: 0.28 5.34 0.74  0.13
H: -1.91 4.32 -0.02  0.13
H: -1.17 2.77 0.41  0.11
H: -1.04 2.08 -2.01  0.11
H: -0.01 3.13 -3.00  0.04
H: -1.48 3.89 -2.44  0.09
H: -0.41 4.86 3.18  0.10
H: -1.64 5.46 2.17  0.08
C: 4.84 3.20 -3.88  -0.04
C: 4.49 2.82 -2.46  -0.43
C: 4.94 3.89 -1.47  -0.19
O: 6.32 4.18 -1.73  -0.21
C: 6.92 5.09 -0.83  -0.10
N: 3.07 2.58 -2.40  0.07
H: 5.90 3.58 -3.80  0.10
H: 4.24 4.04 -4.26  0.06
H: 4.80 2.34 -4.54  0.06
H: 4.95 1.89 -2.21  0.12
H: 4.75 3.48 -0.46  0.11
H: 4.29 4.78 -1.56  0.13
H: 7.87 5.41 -1.33  0.10
H: 7.05 4.61 0.15  0.08
H: 6.31 6.04 -0.75  0.10
H: 2.80 2.46 -1.43  0.07
H: 2.53 3.35 -2.77  0.07
C: 0.08 -4.42 -5.90  -0.08
C: -0.24 -3.00 -5.44  -0.37
C: -1.55 -3.12 -4.64  -0.22
O: -1.89 -1.94 -3.94  -0.22
C: -2.88 -1.16 -4.56  -0.12
N: 0.86 -2.37 -4.58  0.07
H: 1.08 -4.52 -6.44  0.11
H: -0.78 -4.77 -6.46  0.07
H: 0.09 -5.15 -5.09  0.07
H: -0.35 -2.30 -6.28  0.13
H: -1.42 -3.86 -3.82  0.12
H: -2.42 -3.41 -5.25  0.13
H: -2.64 -0.12 -4.47  0.06
H: -3.92 -1.29 -4.12  0.10
H: -2.85 -1.42 -5.65  0.10
H: 0.61 -1.43 -4.23  0.05
H: 0.97 -2.95 -3.78  0.04
C: -1.03 3.03 -6.03  -0.04
C: 0.34 2.34 -6.27  -0.41
C: 1.52 3.17 -5.83  -0.24
O: 1.65 4.30 -6.66  -0.20
C: 2.60 5.21 -6.14  -0.10
N: 0.42 0.98 -5.71  0.05
H: -1.26 3.35 -5.00  0.06
H: -1.83 2.39 -6.42  0.08
H: -0.94 3.98 -6.56  0.07
H: 0.49 2.14 -7.37  0.15
H: 2.51 2.68 -5.86  0.13
H: 1.40 3.50 -4.73  0.12
H: 3.49 4.69 -5.85  0.05
H: 2.08 5.69 -5.29  0.10
H: 2.81 6.00 -6.91  0.10
H: 1.33 0.54 -5.89  0.06
H: 0.52 1.06 -4.71  0.03
C: -4.97 0.59 -1.69  -0.02
C: -4.72 1.84 -0.77  -0.37
C: -5.97 2.28 -0.06  -0.16
O: -5.62 3.39 0.84  -0.20
C: -6.77 4.13 1.25  -0.12
N: -3.78 1.38 0.27  0.06
H: -5.29 -0.25 -1.05  0.07
H: -4.09 0.25 -2.20  0.04
H: -5.69 0.77 -2.46  0.07
H: -4.33 2.67 -1.35  0.13
H: -6.33 1.49 0.57  0.12
H: -6.76 2.58 -0.79  0.13
H: -7.29 3.73 2.11  0.08
H: -7.49 4.30 0.46  0.07
H: -6.40 5.14 1.51  0.09
H: -3.43 2.15 0.78  0.05
H: -2.98 0.83 0.00  0.04
C: 0.74 0.15 -0.89  -0.03
C: -0.05 -0.93 -0.22  -0.36
C: 0.04 -0.94 1.27  -0.14
O: 1.44 -0.73 1.57  -0.25
C: 1.63 -0.50 2.96  -0.08
N: -1.55 -0.82 -0.51  0.09
H: 0.67 0.08 -1.97  0.07
H: 1.80 0.05 -0.68  0.05
H: 0.47 1.20 -0.64  0.08
H: 0.25 -1.89 -0.54  0.11
H: -0.26 -1.82 1.72  0.10
H: -0.46 -0.07 1.72  0.12
H: 2.71 -0.59 3.09  0.08
H: 1.27 -1.30 3.56  0.08
H: 1.31 0.51 3.21  0.08
H: -1.74 -1.11 -1.46  0.06
H: -2.07 -1.48 0.04  0.05
C: -3.74 1.18 3.58  -0.27
C: -2.37 1.45 4.11  -0.20
O: -1.46 1.64 2.98  -0.11
O: -3.86 0.11 2.70  -0.09
H: -4.06 2.10 3.09  0.11
H: -4.39 0.90 4.47  0.12
H: -1.98 0.57 4.63  0.12
H: -2.41 2.34 4.71  0.11
H: -1.52 2.59 2.81  0.03
H: -3.85 0.43 1.79  0.01
C: -4.17 0.44 8.13  -0.19
C: -4.71 -0.81 7.48  -0.30
O: -4.10 -1.11 6.30  -0.06
O: -4.05 1.63 7.25  -0.08
H: -3.16 0.13 8.46  0.12
H: -4.71 0.73 9.06  0.12
H: -5.78 -0.87 7.26  0.12
H: -4.48 -1.63 8.23  0.14
H: -4.01 -0.28 5.83  0.04
H: -4.81 2.17 7.45  0.07
C: 2.98 -4.39 -0.27  -0.20
C: 3.74 -3.39 0.47  -0.26
O: 2.97 -2.86 1.51  -0.05
O: 2.13 -5.25 0.52  -0.10
H: 3.75 -5.08 -0.74  0.14
H: 2.37 -3.98 -1.08  0.12
H: 4.12 -2.63 -0.22  0.11
H: 4.62 -3.85 0.85  0.11
H: 2.67 -1.96 1.33  0.05
H: 2.63 -5.54 1.29  0.05
C: 3.61 -0.49 -4.21  -0.22
C: 4.07 -1.53 -3.12  -0.23
O: 4.27 -1.07 -1.79  -0.08
O: 2.42 0.11 -3.77  -0.15
H: 3.31 -1.08 -5.07  0.10
H: 4.40 0.26 -4.47  0.11
H: 5.03 -1.80 -3.56  0.11
H: 3.50 -2.45 -3.25  0.10
H: 3.33 -0.97 -1.55  0.06
H: 2.61 0.98 -3.36  0.03
C: 2.02 -5.56 3.83  -0.17
C: 1.05 -4.37 3.79  -0.26
O: 0.26 -4.30 2.65  -0.09
O: 3.24 -5.47 2.99  -0.09
H: 1.40 -6.39 3.41  0.14
H: 2.35 -5.74 4.82  0.10
H: 1.68 -3.47 4.08  0.12
H: 0.36 -4.56 4.64  0.13
H: 0.78 -4.38 1.82  0.06
H: 3.37 -4.51 2.89  0.07
C: -1.12 -4.78 -0.41  -0.29
C: -2.48 -5.06 -0.90  -0.23
O: -3.30 -3.86 -0.96  -0.05
O: -0.25 -5.83 -0.76  -0.07
H: -1.06 -4.67 0.71  0.12
H: -0.83 -3.82 -0.90  0.11
H: -2.86 -5.83 -0.25  0.12
H: -2.34 -5.44 -1.89  0.11
H: -3.73 -3.93 -0.12  0.02
H: 0.49 -5.87 -0.11  0.07

Values from the calculation:
charge	0
multiplicity	1
energy	-3693.37180	a.u.
energy above the lowest of the compared OMol25 structures with the same formula, charge and spin	112.73	kJ/mol
HOMO-LUMO gap	0.329	Eh

---

4.
This record from the Open Molecules 2025 dataset describes C4H7N3 as an isolated structure in a non-equilibrium geometry. The level of theory is wB97M-V/def2-TZVPD.

Last column: Löwdin charge in e.
CARTESIAN COORDINATES (ANGSTROEM)
C: 0.59 -1.25 0.87  -0.04
C: 0.57 0.04 0.08  -0.52
N: 1.61 0.18 -0.82  0.12
C: -1.06 1.27 0.58  -0.12
N: 0.24 1.23 0.76  0.10
N: -1.98 -0.04 -1.40  0.11
C: -1.29 0.28 -0.41  -0.24
H: 1.69 1.06 -1.31  0.10
H: 2.23 -0.60 -0.99  0.09
H: -2.64 0.69 -1.70  0.05
H: -1.78 1.86 1.14  0.11
H: 1.55 -1.35 1.39  0.08
H: 0.47 -2.11 0.21  0.08
H: -0.21 -1.27 1.60  0.08

Values from the calculation:
charge	0
multiplicity	1
energy	-320.78396	a.u.
energy above the lowest of the compared OMol25 structures with the same formula, charge and spin	260.81	kJ/mol
HOMO-LUMO gap	0.306	Eh